Entry 1:
Formula: C4H10NS
Source: the OMol25 dataset
Level of theory: the ωB97M-V functional and the def2-TZVPD basis

The geometry in XYZ format:
```
16
Properties=species:S:1:pos:R:3:forces:R:3
C 2.065998 1.252626 -1.379791 0.860 -0.588 -0.075
C 3.388215 1.434620 -1.453167 -1.451 0.340 0.271
H 1.412758 1.795628 -0.711818 -0.072 0.189 -0.201
H 1.646265 0.405590 -1.904946 -0.322 -0.007 0.107
H 3.779184 2.296972 -0.927106 0.633 -0.250 -0.038
H 3.982250 0.718303 -2.000922 0.384 0.309 -0.081
C -2.328910 -0.457188 0.093660 -0.029 0.070 -0.280
C -1.555682 -0.680623 1.393015 1.112 0.270 -0.312
S 0.222676 -0.166889 1.260204 -0.267 -0.075 -0.111
N -1.683614 -0.986389 -1.131286 0.444 -0.108 0.642
H -2.422376 0.620556 -0.071345 -0.113 0.003 0.160
H -3.336671 -0.885536 0.178981 -0.022 0.087 -0.076
H -1.543081 -1.740318 1.657278 -0.350 -0.023 0.165
H -1.959212 -0.061248 2.192422 -0.440 -0.275 0.078
H -1.797185 -1.994831 -1.153321 -0.170 -0.118 0.070
H -0.681462 -0.883520 -0.890910 -0.197 0.176 -0.318
```
Forces are in eV/Å.

Properties
- charge = -1
- E_HOMO (eV) = -2.5097
- F_max (Eh/bohr) = 0.0295
- relative energy (zero: lowest compared OMol25 entry of this formula, charge and spin) (kcal/mol) = 19.08

=====

Entry 2:
Formula: C27H33CoNO4PS4
Source: the OMol25 dataset
Level of theory: the ωB97M-V functional and the def2-TZVPD basis

The geometry in XYZ format:
```
71
Properties=species:S:1:pos:R:3:forces:R:3
Co -0.644505 -1.584035 0.688384 -0.496 -0.019 0.197
S 0.933318 -2.871129 1.782386 0.132 0.017 -0.027
C 1.606389 -1.516327 2.699696 0.039 -0.056 -0.019
C 2.994086 -1.413572 2.818427 0.060 -0.056 -0.059
C 3.590093 -0.348339 3.468584 -0.041 0.034 0.003
C 2.806434 0.645833 4.038476 -0.006 -0.057 -0.030
C 1.426401 0.546148 3.965215 0.005 0.051 0.053
C 0.826862 -0.511207 3.296806 0.045 -0.115 -0.065
S -0.937453 -0.652200 3.224584 0.032 -0.009 -0.059
C -1.455963 0.913752 2.465876 -0.170 0.214 -0.062
C -2.572509 0.628204 1.486234 0.004 0.034 0.032
C -3.648426 1.490289 1.346716 0.042 0.014 -0.016
C -4.663130 1.163906 0.461721 0.056 -0.002 0.003
C -4.610135 -0.039948 -0.218895 0.012 -0.016 0.061
C -3.512578 -0.861009 -0.015341 -0.039 -0.081 -0.156
C -3.399169 -2.219040 -0.666156 -0.145 0.148 -0.141
S -2.545357 -3.336241 0.490459 0.068 -0.056 0.069
C -1.748431 -4.488351 -0.590669 0.230 0.041 -0.202
C -2.174579 -5.804869 -0.601562 -0.049 -0.040 -0.010
C -1.521376 -6.751203 -1.380722 0.012 -0.032 -0.027
C -0.445369 -6.380281 -2.174908 -0.045 0.063 0.045
C -0.017818 -5.065014 -2.185507 -0.042 -0.034 0.035
C -0.639343 -4.100147 -1.381688 -0.188 -0.106 0.084
S -0.039361 -2.483166 -1.405264 0.204 0.038 0.106
N -2.514131 -0.507242 0.785666 0.116 0.080 0.096
H 3.604425 -2.180945 2.360638 0.006 -0.012 -0.004
H 4.669020 -0.292827 3.524058 0.025 0.009 0.011
H 3.263143 1.482624 4.547302 0.012 0.037 0.028
H 0.804518 1.293531 4.440439 -0.025 0.035 -0.006
H -0.596998 1.341556 1.945655 -0.053 -0.057 -0.001
H -1.823786 1.625264 3.206462 0.077 -0.095 0.054
H -3.682178 2.399160 1.931132 -0.024 0.024 -0.006
H -5.502032 1.832726 0.325780 -0.028 0.005 0.001
H -5.407473 -0.349842 -0.879172 -0.008 -0.004 -0.019
H -2.826891 -2.150227 -1.594026 0.080 0.033 0.072
H -4.394589 -2.596270 -0.896802 0.040 -0.064 0.001
H -3.022873 -6.093173 0.003124 -0.023 0.003 0.046
H -1.860456 -7.777702 -1.370739 -0.012 -0.026 0.005
H 0.059674 -7.116930 -2.783036 0.020 -0.024 -0.037
H 0.816181 -4.760158 -2.802133 0.032 0.007 0.000
C 0.406838 3.649238 -2.383358 -0.073 0.202 -0.094
C -0.329743 3.626438 -1.052748 0.060 -0.170 0.019
C 0.094199 4.800659 -0.187240 -0.020 0.043 0.004
C -1.835781 3.611020 -1.252313 -0.071 0.135 -0.074
O 0.041241 2.454658 -0.278842 -0.031 0.166 0.249
P 0.145610 0.975004 -0.885492 -0.009 -0.142 -0.212
O -0.979241 0.658523 -1.796954 0.123 -0.050 0.070
O 0.331083 0.112115 0.356101 0.066 0.132 -0.085
O 1.511988 0.977757 -1.709998 0.100 -0.212 0.038
C 2.863335 0.871379 -1.163018 -0.283 0.073 -0.133
C 3.022348 1.705021 0.098760 0.223 0.004 0.041
C 3.176042 -0.592447 -0.901826 0.119 0.007 -0.032
C 3.732885 1.412643 -2.285065 0.146 0.010 0.034
H 0.146822 4.566609 -2.916227 0.007 -0.001 0.007
H 0.130098 2.799719 -3.003954 -0.011 -0.038 -0.016
H 1.484790 3.633412 -2.228263 0.007 -0.006 0.001
H -0.181249 5.742183 -0.663888 -0.008 0.010 -0.018
H 1.172744 4.792335 -0.032319 0.037 -0.014 0.002
H -0.394378 4.748895 0.785744 -0.017 -0.014 0.033
H -2.148558 4.505014 -1.796259 0.000 -0.003 -0.014
H -2.332578 3.613603 -0.282306 -0.049 -0.027 0.062
H -2.137242 2.723674 -1.806353 0.015 -0.008 0.012
H 2.416459 1.319706 0.915695 -0.069 -0.034 0.027
H 2.756548 2.746166 -0.081645 -0.028 0.019 -0.022
H 4.070037 1.665951 0.406990 -0.011 0.020 0.009
H 2.500339 -1.011437 -0.163118 -0.112 -0.040 0.090
H 4.196427 -0.688715 -0.524092 0.018 0.014 -0.010
H 3.097434 -1.166626 -1.825302 -0.050 -0.016 -0.018
H 3.519117 2.466637 -2.461045 -0.004 0.022 -0.013
H 3.538138 0.860421 -3.202831 -0.023 -0.016 -0.042
H 4.790616 1.308847 -2.036033 -0.007 0.008 0.031
```
Forces are in eV/Å.

Properties
- E_HOMO (alpha / beta) (eV) = -7.6642 / -7.4498
- F_max (Eh/bohr) = 0.0104
- multiplicity = 5
- relative energy (zero: lowest compared OMol25 entry of this formula, charge and spin) (kcal/mol) = 0.00

=====

Entry 3:
Formula: C6H9F2NO5RhS2
Source: the OMol25 dataset
Level of theory: the ωB97M-V functional and the def2-TZVPD basis

The geometry in XYZ format:
```
26
Properties=species:S:1:pos:R:3:forces:R:3
N 1.995653 0.468928 -0.741647 -1.659 0.826 1.378
S 3.077543 1.564380 -0.930350 2.902 -0.633 0.801
O 4.408653 1.035111 -0.646255 -2.203 0.832 -0.972
S 0.623862 1.047601 0.115671 1.819 -0.350 -2.234
O 0.479844 -0.069102 1.152582 0.542 -0.208 -0.285
C -0.617828 0.624691 -1.270758 -1.410 0.111 -0.664
F -0.449471 1.605135 -2.170472 0.102 0.172 0.411
F -0.234797 -0.517726 -1.848953 -0.324 -0.090 0.508
O -1.829076 1.659500 1.208867 -0.508 0.532 0.629
C -2.532947 1.772226 0.027227 -0.578 0.222 -2.023
C -2.197283 0.583357 -0.867070 2.252 0.397 -0.722
O -2.351730 -0.573520 -0.086467 -0.263 0.006 0.168
C -2.806528 -1.793132 -0.679784 -0.735 -1.062 -0.397
C -2.062669 -2.950461 -0.058053 0.425 -0.209 -0.461
O -2.272099 -2.978298 1.353167 -0.022 0.182 0.407
C -1.297260 -2.516771 2.143527 -0.100 -0.247 0.210
Rh -1.425282 -0.130069 1.746353 -0.616 -0.870 1.901
H -2.284206 2.695638 -0.530807 -0.069 -0.098 0.527
H -3.629973 1.765410 0.169565 0.323 0.199 0.455
H -2.777377 0.540199 -1.799197 0.159 0.097 0.219
H -2.610511 -1.788200 -1.758925 -0.002 0.085 0.229
H -3.886852 -1.873694 -0.503470 0.233 0.059 -0.029
H -0.986938 -2.877229 -0.269870 -0.174 -0.083 0.020
H -2.453794 -3.888938 -0.466917 0.082 0.180 0.111
H -1.488151 -2.681145 3.206604 0.016 -0.033 -0.274
H -0.269526 -2.578528 1.759393 -0.192 -0.015 0.088
```
Forces are in eV/Å.

Properties
- charge = +2
- E_HOMO (alpha / beta) (eV) = -16.1475 / -18.1790
- F_max (Eh/bohr) = 0.0598
- multiplicity = 6